106
Properties=species:S:1:pos:R:3 method="wB97M-V/def2-TZVPD" total_energy_ha=-2972.9123 charge=+1 homo_lumo_gap_ha=0.2485
N -2.172 -2.036 1.414
C -3.202 -1.112 1.283
N -3.004 0.365 1.523
C -1.906 1.086 0.782
C -0.748 0.423 -0.169
C 0.355 1.446 -0.828
N 0.414 2.942 -0.700
C -0.661 3.535 0.166
C -1.851 2.747 0.977
C -4.227 1.087 0.922
C -5.397 -0.034 1.167
C -6.706 0.401 0.309
C -6.595 1.920 -0.384
C -8.034 2.268 -1.163
O -9.101 1.452 -1.157
O -8.020 3.568 -1.909
N -4.685 -1.339 0.966
C -5.014 -2.196 -0.228
C -4.466 -3.771 -0.095
C -3.398 -4.181 -1.272
O -2.830 -5.412 -1.184
O -3.027 -3.369 -2.442
H -1.819 -2.458 0.507
H -1.762 -2.268 2.361
H -0.723 -0.731 -0.361
H 1.208 0.932 -1.487
H -0.657 4.723 0.283
H -2.637 3.302 1.665
H -4.547 2.037 1.525
H -3.909 1.181 -0.202
H -5.674 -0.082 2.328
H -7.612 0.503 1.079
H -7.029 -0.311 -0.558
H -6.438 2.759 0.429
H -5.775 1.939 -1.240
H -7.053 3.813 -2.034
H -6.198 -2.312 -0.336
H -4.561 -1.648 -1.180
H -4.048 -3.906 0.991
H -5.395 -4.505 -0.211
H -2.829 -3.986 -3.221
C -9.564 -0.598 -5.541
C -8.888 -1.394 -4.443
C -7.935 -0.579 -3.621
O -6.983 -1.538 -3.203
C -6.976 -2.516 -4.155
O -6.127 -3.387 -4.244
O -8.045 -2.390 -4.999
H -10.339 -1.203 -6.023
H -10.030 0.311 -5.148
H -8.851 -0.322 -6.326
H -9.637 -1.890 -3.814
H -8.425 -0.118 -2.758
H -7.419 0.199 -4.194
C -0.501 -1.392 -4.877
C -1.024 -0.036 -4.447
C -2.286 -0.116 -3.643
O -2.927 1.109 -3.943
C -2.494 1.477 -5.185
O -2.999 2.360 -5.859
O -1.422 0.725 -5.577
H 0.483 -1.286 -5.346
H -0.407 -2.073 -4.027
H -1.156 -1.847 -5.629
H -0.244 0.522 -3.915
H -2.088 -0.195 -2.570
H -2.946 -0.937 -3.945
C 4.426 1.227 1.900
C 3.921 -0.145 1.500
C 4.965 -0.988 0.833
O 4.200 -1.819 -0.019
C 3.064 -1.123 -0.318
O 2.278 -1.431 -1.198
O 2.924 -0.034 0.497
H 3.668 1.749 2.494
H 5.343 1.159 2.492
H 4.615 1.851 1.019
H 3.484 -0.658 2.364
H 5.532 -1.589 1.551
H 5.667 -0.412 0.219
C 6.419 3.851 5.667
C 6.868 2.429 5.939
C 8.307 2.187 5.594
O 8.321 0.814 5.255
C 7.069 0.515 4.802
O 6.774 -0.514 4.216
O 6.188 1.521 5.087
H 5.406 4.006 6.055
H 7.085 4.579 6.140
H 6.374 4.052 4.591
H 6.653 2.153 6.978
H 8.973 2.384 6.440
H 8.652 2.764 4.728
C 11.446 -2.400 2.802
C 11.087 -0.966 3.137
C 10.047 -0.388 2.225
O 10.360 0.992 2.228
C 11.697 1.084 2.487
O 12.359 2.099 2.346
O 12.199 -0.112 2.921
H 12.108 -2.812 3.572
H 10.555 -3.031 2.739
H 11.995 -2.459 1.856
H 10.789 -0.882 4.189
H 9.032 -0.554 2.598
H 10.113 -0.758 1.196